This record from the OMol25 dataset describes C29H34Cl3FeN5O2Si as an isolated structure in a non-equilibrium geometry. The level of theory is wB97M-V/def2-TZVPD.

Computed properties:
**Kohn-Sham gap (alpha / beta)**: 5.610 / 7.327 eV
**Multiplicity**: 5

CARTESIAN COORDINATES (ANGSTROEM)
1 Fe -0.76807 -0.87445 -0.91985
2 C 2.23280 -0.99662 -3.77947
3 C 1.38364 -0.62136 -2.63922
4 N 0.60356 -1.52158 -2.03910
5 C 0.40218 -2.80753 -2.59955
6 C -0.81722 -3.47146 -1.91908
7 N -1.16617 -2.78957 -0.64254
8 C -2.48533 -2.97466 -0.04117
9 C -3.39902 -1.85054 -0.55133
10 N -2.74427 -0.54043 -0.38491
11 C -3.11549 0.22314 0.82350
12 C -2.04630 0.17029 1.90200
13 N -0.71367 0.55649 1.40899
14 C -0.59978 1.82209 0.77865
15 C -1.10964 3.02539 1.48036
16 C 0.04792 1.93490 -0.49532
17 C 0.50971 3.15143 -1.00877
18 C 1.41726 3.07283 -2.05154
19 C 1.81182 1.88621 -2.59552
20 C 1.19978 0.68259 -2.13915
21 N 0.23970 0.75417 -1.10791
22 H 1.56904 -1.07079 -4.65277
23 H 2.70337 -1.97587 -3.58280
24 H 3.01685 -0.31391 -3.98203
25 H 1.27088 -3.45244 -2.54244
26 H 0.21033 -2.69341 -3.68435
27 H -0.60583 -4.52044 -1.73616
28 H -1.67400 -3.37864 -2.57149
29 H -0.46851 -3.03459 0.06879
30 H -2.32755 -2.83879 1.04325
31 H -2.87647 -3.98778 -0.24144
32 H -4.34020 -1.86104 -0.06118
33 H -3.50494 -2.07461 -1.60224
34 H -2.97809 0.08094 -1.21513
35 H -4.05973 -0.16882 1.20348
36 H -3.29444 1.24635 0.52990
37 H -1.97797 -0.82316 2.34168
38 H -2.38969 0.76804 2.74014
39 H -0.34493 3.78945 1.41166
40 H -1.31364 2.78249 2.50919
41 H -2.02239 3.43766 1.01828
42 H 0.25564 4.08520 -0.49972
43 H 1.89655 3.94701 -2.40600
44 H 2.57420 1.92466 -3.36783
45 C 4.46490 1.09643 -0.44737
46 C 3.88709 2.11543 0.31009
47 C 2.89570 1.77602 1.20299
48 C 2.32942 0.49221 1.24163
49 C 2.97776 -0.51559 0.51292
50 C 4.03435 -0.22210 -0.31998
51 Si 0.73156 -0.10726 2.10719
52 C 0.64899 0.12226 4.04175
53 C 0.53898 -1.00603 4.85516
54 C 0.48702 -0.91665 6.23499
55 C 0.49883 0.34273 6.83373
56 C 0.65109 1.49584 6.05513
57 C 0.71887 1.35798 4.68511
58 H 5.21235 1.30348 -1.18823
59 H 4.29196 3.10657 0.27108
60 H 2.41370 2.53762 1.81811
61 H 2.60744 -1.52450 0.52955
62 H 4.41980 -1.01799 -0.91845
63 H 0.69133 -1.58850 1.93664
64 H 0.52569 -2.02613 4.40382
65 H 0.35023 -1.80816 6.84476
66 H 0.33718 0.43812 7.90479
67 H 0.71147 2.50555 6.48218
68 H 0.76595 2.26567 4.06313
69 Cl -4.26026 0.29862 -5.50598
70 C -2.54307 0.25093 -5.08110
71 Cl -1.80098 1.84653 -5.40383
72 Cl -1.73211 -0.90480 -6.15894
73 C -2.39260 -0.09179 -3.52013
74 O -2.68541 0.88190 -2.80658
75 O -1.97915 -1.20324 -3.18407

Mulliken atomic charge list, values in e, 6 entries:
1. Fe -0.39
2. C -2.13
3. C 0.63
4. N 0.77
5. C -0.92
6. C -0.98

***

This record from the OMol25 dataset describes a 2-piece molecular cluster, C6H11NO5 overall in a non-equilibrium geometry. The level of theory is wB97M-V/def2-TZVPD.

Computed properties:
**Kohn-Sham gap (alpha / beta)**: 6.871 / 11.420 eV
**ΔE to the lowest compared entry with this formula, charge and spin**: 272.09 kJ/mol

CARTESIAN COORDINATES (ANGSTROEM)
1 N 3.51706 -3.20327 1.11454
2 O 3.54790 -4.26493 0.79853
3 C -1.00365 -0.59422 2.85641
4 C -1.02094 0.19617 1.56363
5 C 0.38549 0.47638 1.05552
6 C 0.37918 1.13717 -0.31805
7 O -0.40782 0.42449 -1.22788
8 C -0.40513 1.07106 -2.42751
9 O 0.11963 2.14731 -2.60755
10 C -1.09268 0.38650 -3.56047
11 O 1.14127 -0.72510 0.97154
12 O 2.38097 -0.45813 0.51602
13 H -2.00669 -0.83087 3.21555
14 H -0.46777 -1.53508 2.71967
15 H -0.48699 -0.04400 3.64398
16 H -1.55145 -0.36072 0.78243
17 H -1.56795 1.13844 1.68505
18 H 0.93378 1.09788 1.78079
19 H 0.00052 2.16708 -0.28055
20 H 1.39828 1.13873 -0.73314
21 H -1.46768 -0.58618 -3.24584
22 H -1.92894 0.98437 -3.91865
23 H -0.39639 0.23689 -4.38400

natural (NBO) atomic charge list, values in e, 6 entries:
1. N 0.19
2. O -0.19
3. C -0.61
4. C -0.42
5. C 0.05
6. C -0.11

***

This record from the OMol25 dataset describes a 2-piece molecular cluster, CH5IOSi overall in a non-equilibrium geometry. The level of theory is wB97M-V/def2-TZVPD.

Computed properties:
**Kohn-Sham gap**: 9.784 eV
**ΔE to the lowest compared entry with this formula, charge and spin**: 178.79 kJ/mol

CARTESIAN COORDINATES (ANGSTROEM)
1 C -0.37102 -0.72753 -0.09922
2 O 0.71927 1.99128 0.63929
3 Si 0.74672 0.68625 -0.49630
4 I 3.15364 -0.16737 -0.18676
5 H -0.64671 -0.94469 0.95794
6 H -1.67691 0.00000 -0.70003
7 H -0.37798 -1.66441 -0.63324
8 H 1.34372 2.69951 0.27767
9 H 0.73785 1.23651 -1.86730

natural (NBO) atomic charge list, values in e, 6 entries:
1. C -1.08
2. O -1.08
3. Si 1.50
4. I -0.34
5. H 0.26
6. H 0.17